(1)
{
  "formula": "C33H73HfO13",
  "method": "wB97M-V/def2-TZVPD",
  "homo_energy_ev": -13.9,
  "e_above_lowest_kj_mol": 1282.0,
  "gap_ev": 1.278,
  "total_charge": 3,
  "spin_multiplicity": 1,
  "e_tot_ev": -63278.147,
  "fmax_ev_per_a": 3.7,
  "elements": ["Hf", "O", "O", "O", "O", "O", "O", "O", "O", "O", "O", "O", "O", "O", "C", "C", "C", "C", "C", "C", "C", "C", "C", "C", "C", "C", "C", "C", "C", "C", "C", "C", "C", "C", "C", "C", "C", "C", "C", "C", "C", "C", "C", "C", "C", "C", "C", "H", "H", "H", "H", "H", "H", "H", "H", "H", "H", "H", "H", "H", "H", "H", "H", "H", "H", "H", "H", "H", "H", "H", "H", "H", "H", "H", "H", "H", "H", "H", "H", "H", "H", "H", "H", "H", "H", "H", "H", "H", "H", "H", "H", "H", "H", "H", "H", "H", "H", "H", "H", "H", "H", "H", "H", "H", "H", "H", "H", "H", "H", "H", "H", "H", "H", "H", "H", "H", "H", "H", "H", "H"],
  "xyz": [[37.546, 23.366, -22.096], [38.806, 22.158, -19.210], [34.355, 30.380, -15.968], [35.834, 20.585, -10.641], [36.454, 23.840, -25.582], [39.337, 24.737, -19.384], [35.259, 25.327, -23.648], [35.148, 23.997, -19.078], [35.452, 20.743, -13.579], [38.878, 27.782, -10.436], [34.795, 30.748, -19.621], [27.494, 24.415, -20.971], [39.261, 27.170, -13.395], [28.123, 22.681, -23.175], [33.602, 22.607, -17.807], [27.354, 16.057, -20.677], [36.660, 20.994, -12.875], [26.273, 17.670, -19.196], [39.908, 22.637, -18.335], [38.996, 25.734, -18.443], [35.638, 31.752, -20.232], [34.914, 26.604, -23.064], [36.424, 21.528, -11.500], [26.215, 16.558, -20.084], [36.713, 19.544, -10.161], [34.726, 24.585, -16.717], [27.079, 22.445, -22.297], [39.773, 26.755, -11.030], [35.504, 24.817, -26.093], [28.593, 17.863, -19.539], [28.226, 25.073, -19.984], [27.407, 22.975, -20.919], [34.182, 23.991, -18.004], [38.264, 28.252, -13.421], [33.606, 29.524, -15.084], [38.303, 20.890, -18.799], [36.997, 23.146, -26.730], [40.519, 23.928, -18.942], [38.183, 27.426, -9.266], [34.548, 25.068, -24.932], [34.983, 30.844, -18.205], [29.276, 21.803, -23.127], [28.546, 16.772, -20.429], [33.818, 30.359, -17.311], [35.064, 19.426, -13.500], [39.282, 26.186, -12.326], [27.437, 18.329, -19.016], [35.286, 18.772, -14.343], [26.859, 21.379, -22.251], [35.411, 18.793, -12.684], [27.417, 19.178, -18.349], [28.388, 22.554, -20.699], [38.308, 20.925, -17.709], [35.343, 27.428, -23.634], [37.172, 21.692, -13.537], [35.732, 22.357, -11.651], [38.682, 25.130, -17.592], [27.325, 15.232, -21.373], [37.326, 20.139, -12.759], [34.932, 24.535, -26.977], [36.245, 22.421, -27.041], [33.687, 24.400, -24.930], [26.255, 22.975, -22.775], [29.261, 24.750, -20.099], [38.919, 20.039, -19.091], [36.275, 19.055, -9.290], [40.067, 25.526, -12.696], [36.073, 25.737, -26.227], [32.775, 22.343, -18.466], [27.846, 24.803, -18.999], [37.551, 26.553, -9.431], [37.750, 19.840, -10.003], [37.973, 22.676, -26.609], [33.739, 30.144, -14.197], [32.552, 29.312, -15.261], [37.264, 20.669, -19.039], [35.370, 26.725, -22.082], [33.980, 19.339, -13.418], [38.038, 28.833, -14.315], [33.078, 22.558, -16.853], [38.330, 25.679, -12.172], [29.488, 18.438, -19.350], [40.769, 27.188, -11.120], [29.133, 20.777, -23.465], [41.140, 24.319, -18.136], [33.241, 24.516, -18.171], [28.080, 26.146, -20.109], [25.215, 16.180, -20.239], [35.746, 32.680, -19.670], [40.566, 21.769, -18.378], [33.450, 29.398, -17.671], [35.009, 31.915, -18.004], [33.066, 31.145, -17.381], [41.063, 23.605, -19.830], [39.872, 26.339, -18.207], [34.365, 21.839, -17.932], [38.738, 27.337, -8.332], [34.008, 24.571, -15.897], [33.841, 26.784, -22.991], [39.430, 22.888, -17.388], [37.357, 27.748, -13.086], [29.695, 21.854, -22.122], [35.922, 30.452, -17.814], [38.115, 26.307, -18.731], [35.143, 32.032, -21.163], [37.449, 28.196, -9.028], [26.731, 22.652, -20.127], [25.446, 18.067, -18.627], [37.066, 23.793, -27.605], [35.571, 23.954, -16.440], [37.340, 21.818, -10.984], [39.918, 25.925, -10.338], [34.010, 25.983, -25.179], [36.811, 18.741, -10.891], [35.055, 25.616, -16.847], [38.569, 28.969, -12.659], [36.602, 31.261, -20.366], [29.979, 22.334, -23.769], [34.016, 28.540, -14.858], [29.410, 16.482, -21.007]],
  "forces_ev_per_angstrom": [[-0.42, 0.97, 0.76], [-0.54, 0.66, -1.40], [-1.36, -1.83, -1.53], [0.09, -0.80, 0.42], [0.42, -0.38, -1.11], [2.02, -0.68, -1.28], [-0.45, -0.87, -0.44], [-2.84, 0.25, 2.29], [0.97, -0.06, 0.54], [1.39, -1.09, -0.85], [0.21, 0.55, 1.15], [-0.90, -0.90, -0.94], [-0.25, 0.44, -0.95], [1.77, -0.75, -1.14], [-0.95, -1.49, -0.35], [0.26, 1.24, 0.36], [0.72, -0.04, -1.15], [-0.84, -0.66, -0.59], [-1.14, -0.01, -1.60], [-0.30, -0.82, 1.13], [-0.62, -0.95, -0.49], [0.34, 0.57, -0.12], [-0.43, 0.11, 0.81], [-0.83, 0.23, 0.70], [-0.37, -0.20, -0.76], [0.46, 0.19, -0.02], [-0.57, 0.16, 0.15], [-0.49, 1.16, 1.98], [0.48, 0.37, 2.81], [0.84, 0.04, -1.13], [-0.40, -0.64, 0.08], [0.51, 1.07, 0.01], [3.12, -0.20, -1.23], [0.02, -1.49, 2.26], [0.75, 1.25, 1.33], [0.28, -0.30, 1.47], [-0.70, -0.30, -0.71], [-2.54, -1.71, -0.37], [-1.22, 0.07, 0.15], [-0.25, 1.53, -0.28], [-0.72, 1.01, 0.39], [-0.58, 1.89, 0.23], [-0.18, -0.79, -0.42], [1.37, 0.83, -0.58], [-1.76, -2.37, 0.14], [0.04, 1.77, -1.32], [0.24, 1.07, 1.54], [0.50, 0.50, -0.82], [-0.25, -0.21, 0.18], [0.47, 0.76, 0.57], [0.26, 0.15, 0.01], [0.34, 0.06, 0.43], [-0.03, -0.32, 0.20], [-0.01, -0.12, -0.43], [0.31, 0.43, 0.47], [-0.06, 0.12, 0.66], [-0.01, 0.66, 0.76], [0.02, 0.00, 0.05], [-0.26, -0.53, -0.47], [0.29, -0.32, 0.00], [0.20, -0.45, 0.12], [0.58, -0.91, 0.98], [-0.33, -0.09, 0.45], [0.46, 0.34, 0.35], [0.21, 0.16, -0.28], [0.00, 0.56, 0.11], [-0.24, -0.40, 0.21], [-0.02, -0.01, -0.57], [0.24, 0.21, -0.59], [0.17, -0.04, 0.36], [0.24, -0.51, 0.07], [-0.10, 0.61, 0.41], [-0.16, 0.12, 0.64], [-0.68, -0.63, 0.62], [-0.10, 0.77, -0.61], [0.02, 0.62, -0.63], [-0.11, -0.57, 0.12], [-0.20, 0.44, 0.00], [0.90, -0.84, -0.64], [0.56, 0.07, 0.41], [-0.24, 0.01, -0.25], [0.33, -0.33, -0.14], [-0.18, 0.38, -0.33], [-0.41, 0.02, 0.02], [-0.01, 0.80, -0.48], [-0.47, 0.89, -1.08], [0.24, -0.12, -0.18], [0.12, -0.50, -0.26], [-0.07, -0.21, 0.36], [0.56, 0.44, 0.87], [-0.13, -0.23, 0.43], [0.31, 0.10, 0.32], [-0.51, -0.40, 0.01], [0.20, 0.67, 0.01], [-0.26, 0.26, 0.00], [-0.01, 0.06, 0.37], [0.72, -0.32, -0.30], [-0.13, -0.11, -0.19], [-0.02, -0.41, 0.03], [0.27, -0.45, 0.23], [-0.42, 0.48, 0.04], [0.13, -0.45, 0.17], [0.22, -0.48, -0.37], [0.34, 0.04, -0.46], [0.36, -0.24, -0.20], [0.17, 0.40, -0.42], [-0.28, 0.02, -0.01], [-0.54, -0.44, -0.35], [0.28, 0.46, 0.24], [0.17, 0.13, 0.23], [0.39, 0.56, -0.55], [-0.31, -0.14, 0.23], [0.25, 0.44, 0.04], [-0.23, -0.11, -0.39], [0.10, -0.08, -0.09], [-0.15, 0.09, 0.13], [0.25, 0.49, -0.35], [0.11, -0.39, -0.15], [0.75, -0.08, -0.50], [0.28, -0.01, 0.23]],
  "mulliken_charge": [1.46, -0.07, -0.29, -0.35, -0.27, -0.29, -0.20, -0.44, -0.31, -0.30, -0.33, -0.30, -0.34, -0.33, -1.21, -0.55, -0.51, -0.34, -0.50, -0.64, -0.69, -0.77, -0.39, -0.23, -0.70, -1.08, -0.46, -0.55, -0.47, -0.44, -0.65, -0.28, 0.70, -0.58, -0.74, -0.75, -0.80, -0.53, -0.71, -0.65, -0.44, -0.60, -0.14, -0.36, -0.63, -0.33, -0.17, 0.30, 0.35, 0.18, 0.40, 0.15, 0.27, 0.36, 0.36, 0.28, 0.25, 0.41, 0.37, 0.43, 0.34, 0.39, 0.28, 0.23, 0.33, 0.29, 0.28, 0.27, 0.34, 0.32, 0.31, 0.33, 0.27, 0.29, 0.36, 0.28, 0.21, 0.31, 0.27, 0.37, 0.31, 0.38, 0.35, 0.28, 0.35, 0.19, 0.25, 0.38, 0.36, 0.45, 0.35, 0.24, 0.25, 0.28, 0.30, 0.25, 0.31, 0.40, 0.35, 0.30, 0.27, 0.26, 0.30, 0.26, 0.24, 0.27, 0.39, 0.37, 0.32, 0.23, 0.39, 0.43, 0.42, 0.24, 0.31, 0.26, 0.27, 0.20, 0.22, 0.35]
}

***

(2)
{
  "formula": "C33H74ClIN8O8P2SSi2",
  "method": "wB97M-V/def2-TZVPD",
  "homo_energy_ev": -8.0,
  "gap_ev": 7.436,
  "spin_multiplicity": 1,
  "e_tot_ev": -129511.913,
  "fmax_ev_per_a": 7.1,
  "elements": ["I", "Cl", "S", "P", "P", "Si", "Si", "O", "O", "O", "O", "O", "O", "O", "O", "N", "N", "N", "N", "N", "N", "N", "N", "C", "C", "C", "C", "C", "C", "C", "C", "C", "C", "C", "C", "C", "C", "C", "C", "C", "C", "C", "C", "C", "C", "C", "C", "C", "C", "C", "C", "C", "C", "C", "C", "C", "H", "H", "H", "H", "H", "H", "H", "H", "H", "H", "H", "H", "H", "H", "H", "H", "H", "H", "H", "H", "H", "H", "H", "H", "H", "H", "H", "H", "H", "H", "H", "H", "H", "H", "H", "H", "H", "H", "H", "H", "H", "H", "H", "H", "H", "H", "H", "H", "H", "H", "H", "H", "H", "H", "H", "H", "H", "H", "H", "H", "H", "H", "H", "H", "H", "H", "H", "H", "H", "H", "H", "H", "H", "H"],
  "xyz": [[0.828, 3.200, -0.700], [2.801, -0.923, -7.312], [3.737, -0.440, -2.986], [1.665, -6.249, 2.290], [-0.099, 1.064, 4.979], [0.235, 0.541, -4.671], [0.863, 2.914, -3.177], [-0.252, 1.691, -3.510], [-0.257, 2.399, 4.247], [1.713, -6.122, 0.765], [2.469, 2.552, -3.559], [-5.790, 5.385, -2.014], [5.402, 1.204, -1.393], [3.591, 1.183, -6.047], [-6.072, 3.886, -0.395], [0.122, -0.399, 5.992], [1.847, -7.949, 2.340], [4.474, 0.837, 0.613], [3.780, 0.077, -0.294], [0.930, 0.350, 3.790], [1.424, -6.343, 4.064], [-1.741, 0.595, 4.861], [3.126, -5.369, 2.565], [-2.733, 1.663, 4.927], [0.511, 0.238, 2.400], [-4.157, 0.215, -3.283], [2.279, 0.914, 3.827], [0.402, 4.566, -4.026], [1.360, 5.706, -3.470], [4.382, -5.785, 1.956], [1.156, 1.239, -6.199], [-5.616, 5.121, -0.854], [1.952, -0.683, -2.604], [0.862, -1.588, 5.600], [0.486, -0.034, 7.369], [1.235, -8.705, 1.251], [1.699, 7.588, -1.818], [2.353, -5.856, 5.074], [-4.892, 6.142, 0.068], [4.354, 0.329, -1.482], [2.946, -3.937, 2.343], [-3.874, 0.189, -5.905], [-2.254, -0.494, 4.063], [0.060, -5.930, 4.428], [-5.478, 2.147, -2.113], [-1.400, -0.194, -5.357], [1.181, -0.956, -3.957], [-5.122, 2.832, -0.735], [5.402, 1.500, -0.041], [-2.472, 0.918, -5.678], [-5.158, 0.596, -2.114], [2.597, 0.660, -6.405], [0.633, 6.934, -2.808], [-4.854, 0.357, -4.681], [3.003, -8.662, 2.835], [-0.616, 6.580, -1.932], [1.886, -1.442, -4.674], [-0.364, -0.402, 2.294], [3.779, -3.366, 2.762], [-0.669, -6.420, 3.773], [-4.426, 6.904, -0.602], [0.271, -8.278, 0.978], [-1.799, -1.015, -4.714], [3.361, -6.238, 4.925], [0.403, -1.734, -3.717], [1.380, 8.590, -1.453], [-2.443, 2.417, 5.659], [-0.685, 4.794, -3.960], [2.307, 1.931, 3.421], [2.775, 3.289, -4.121], [6.078, 2.204, 0.471], [0.653, 4.419, -5.115], [-6.565, 2.331, -2.281], [1.215, 2.349, -6.269], [4.691, -6.769, 2.304], [-3.212, -0.842, 4.464], [-0.068, -4.847, 4.329], [-4.347, 0.481, -6.876], [1.944, -1.414, 5.563], [0.389, 7.742, -3.544], [1.900, -1.634, -2.010], [-5.610, 6.695, 0.720], [-0.185, -6.223, 5.452], [-0.392, 5.956, -1.039], [0.596, 0.906, -7.119], [-2.241, 1.425, -6.653], [-3.664, -0.914, -5.986], [2.978, 0.290, 3.265], [1.509, 0.105, -1.953], [1.766, 6.904, -0.926], [1.517, 0.330, 7.425], [-6.104, -0.002, -2.177], [1.050, -9.739, 1.551], [2.855, -3.698, 1.277], [0.290, 1.209, 1.948], [1.873, -8.712, 0.359], [2.397, -4.761, 5.115], [-5.163, 2.091, 0.102], [4.336, -5.799, 0.862], [1.926, 6.115, -4.354], [-3.275, 0.893, -3.152], [-5.663, -0.425, -4.715], [2.141, 5.240, -2.812], [-2.547, 1.713, -4.902], [2.040, -6.214, 6.061], [5.190, -5.109, 2.251], [-1.011, 7.558, -1.534], [0.539, -1.976, 4.635], [3.783, -8.752, 2.070], [-1.600, -1.366, 4.071], [-1.457, 6.162, -2.546], [-2.855, 2.159, 3.955], [2.646, 0.953, 4.861], [-3.815, -0.829, -3.069], [1.290, -0.244, 1.802], [-3.705, 1.275, 5.241], [-5.380, 1.339, -4.814], [0.679, -2.394, 6.320], [3.435, -8.198, 3.722], [-1.129, -0.665, -6.343], [-4.113, 3.318, -0.792], [0.374, -0.882, 8.049], [-2.423, -0.190, 3.022], [2.728, 7.592, -2.262], [-0.174, 0.759, 7.736], [-4.625, 0.334, -1.158], [2.723, -9.675, 3.141], [2.036, -3.586, 2.846], [-4.096, 5.630, 0.668], [-4.945, 2.659, -2.957]],
  "forces_ev_per_angstrom": [[0.02, -0.27, -0.55], [-0.68, 0.50, 0.32], [0.49, 0.99, 0.56], [6.41, -2.95, -0.43], [-2.38, -3.06, -5.97], [-1.36, -1.46, -0.19], [-0.57, 0.53, 0.57], [2.34, 0.19, -0.89], [1.12, 1.21, 3.25], [-3.35, 1.33, 0.63], [-1.54, 0.70, -0.19], [0.12, 0.12, 0.25], [-0.86, -0.23, 0.78], [-0.04, 0.11, 0.00], [1.04, 0.71, 0.62], [1.30, 1.25, 2.03], [-0.89, -0.84, -0.65], [1.28, 1.24, -0.71], [1.37, 0.64, -2.30], [0.61, -0.70, -0.41], [-2.24, 1.57, 0.05], [-1.03, 0.79, 0.52], [0.83, 0.45, 0.58], [0.26, 0.34, -0.27], [-0.39, 0.08, -0.16], [-0.92, 0.36, 0.68], [0.02, -0.11, 0.47], [0.76, -0.37, -0.26], [-0.37, 0.20, -1.05], [-0.02, -0.36, -0.26], [0.73, -0.58, -1.60], [-0.19, 0.26, -0.73], [-0.32, -1.33, 0.60], [0.63, -0.01, -0.41], [-0.44, -0.06, 0.23], [0.12, 0.33, -0.38], [-0.20, -0.95, 0.07], [0.41, 0.58, -0.10], [0.00, -0.39, -0.09], [-1.67, -1.00, 1.55], [-0.40, 0.00, 0.24], [0.19, -0.55, 0.68], [0.16, -0.61, 0.46], [-0.22, -0.45, 0.06], [-0.16, -0.06, 0.36], [0.50, 0.91, -0.52], [0.30, 0.11, 0.97], [0.05, -0.14, -0.62], [-1.27, -1.07, 1.00], [-0.90, -0.87, -0.83], [0.74, 0.43, -0.25], [-0.50, 0.86, 0.29], [1.14, 0.13, 1.63], [0.14, -0.15, -0.32], [-0.11, 0.03, 0.78], [-0.53, 1.14, -0.51], [-0.61, 0.42, 0.32], [-0.10, 0.10, 0.13], [0.05, -0.12, 0.00], [0.06, 0.03, -0.07], [-0.35, -0.76, 0.49], [0.13, 0.03, -0.07], [0.19, 0.78, -0.30], [-0.09, 0.10, -0.25], [0.63, 0.74, -0.29], [0.36, -0.63, -0.40], [0.03, 0.01, -0.15], [0.81, -0.15, 0.03], [0.04, 0.01, 0.00], [0.27, -0.65, 0.18], [-0.20, -0.52, -1.05], [-0.46, 0.07, 0.84], [0.77, -0.17, 0.14], [0.19, -0.78, 0.23], [-0.16, -0.07, -0.05], [-0.01, 0.11, 0.02], [-0.12, 0.02, 0.17], [0.24, -0.03, 0.91], [0.04, -0.18, -0.07], [-0.06, -1.05, 0.28], [0.08, 0.98, -0.38], [0.51, -0.76, -0.32], [0.11, 0.02, -0.02], [-0.04, 0.21, -0.89], [0.21, 0.27, 0.99], [0.18, -0.35, 0.90], [-0.11, 0.99, -0.11], [-0.12, -0.01, -0.08], [0.55, -0.27, -0.65], [-0.03, 0.66, -0.68], [0.04, -0.10, 0.18], [0.83, 0.44, 0.07], [0.15, 0.04, 0.22], [-0.02, 0.05, 0.00], [-0.01, 0.07, -0.10], [-0.08, -0.05, -0.09], [0.12, 0.01, 0.11], [0.06, 0.69, -0.71], [0.05, 0.01, -0.08], [-0.38, -0.35, 0.84], [-0.62, -0.58, -0.30], [0.71, 0.68, -0.14], [-0.78, 0.69, -0.16], [0.09, -0.64, -0.49], [-0.39, -0.06, -0.18], [-0.22, 0.16, 0.04], [0.32, -0.87, -0.30], [0.04, 0.29, -0.04], [0.01, 0.02, -0.04], [0.17, 0.11, -0.02], [0.76, 0.12, 0.68], [-0.07, 0.11, 0.02], [-0.05, 0.06, 0.02], [-0.19, 0.70, -0.56], [0.17, 0.13, 0.20], [0.09, -0.25, -0.03], [0.51, -0.65, 0.52], [-0.13, 0.33, 0.31], [-0.02, 0.19, -0.07], [-0.23, 0.17, 0.88], [-0.60, -0.75, 0.21], [0.03, -0.03, -0.11], [0.02, 0.03, -0.03], [-0.92, 0.37, 0.24], [0.02, 0.03, -0.09], [-0.67, 0.15, -0.73], [-0.07, 0.02, -0.08], [-0.04, 0.00, -0.05], [-0.82, 0.49, -0.31], [-0.40, -0.41, 0.81]],
  "mulliken_charge": [-0.23, -0.22, -0.17, 0.84, 0.77, 0.40, 0.11, -0.44, -0.89, -0.88, -0.34, -0.52, -0.29, -0.40, -0.45, 0.13, 0.25, -0.40, 0.10, 0.32, 0.11, 0.25, 0.26, -0.96, -1.07, 0.12, -1.19, -0.60, -0.84, -1.09, -0.32, 0.70, -0.47, -0.83, -1.09, -0.96, -1.34, -0.80, -0.82, 0.27, -1.32, -0.84, -0.96, -1.09, -0.39, -1.06, -0.94, -0.57, -0.13, -0.38, -0.84, 0.21, 0.55, -0.71, -1.04, -1.14, 0.49, 0.20, 0.38, 0.34, 0.28, 0.30, 0.50, 0.27, 0.40, 0.39, 0.31, 0.38, 0.29, 0.33, 0.41, 0.35, 0.36, 0.28, 0.28, 0.38, 0.34, 0.36, 0.29, 0.27, 0.69, 0.30, 0.37, 0.06, 0.58, 0.47, 0.32, 0.29, 0.04, 0.28, 0.37, 0.37, 0.34, 0.47, 0.18, 0.28, 0.14, 0.33, 0.31, 0.25, -0.24, 0.38, 0.41, 0.15, 0.43, 0.37, 0.44, -0.01, 0.37, 0.17, 0.29, 0.26, 0.38, 0.29, 0.42, 0.34, 0.28, 0.54, 0.21, 0.44, 0.26, 0.36, 0.35, 0.33, 0.34, 0.41, 0.37, 0.14, 0.26, 0.24]
}